[1]
Formula: C3H3NOS
Source: the OMol25 dataset
Level of theory: ωB97M-V/def2-TZVPD

XYZ file:
```
9
Properties=species:S:1:pos:R:3:forces:R:3
C 0.338 0.181 -0.150 1.592 -0.371 1.537
C -0.629 1.295 -0.031 1.152 -3.489 -0.768
C -1.774 0.605 0.069 -2.749 -0.652 0.537
H -0.259 2.290 -0.084 -0.561 0.585 0.092
H -2.795 1.018 0.175 0.739 -0.398 0.003
H -2.020 -1.453 0.611 -1.467 -1.987 2.686
N -1.663 -0.844 -0.018 1.217 6.301 -3.202
O -0.307 -1.001 -0.121 0.560 -1.052 -0.228
S 1.972 -0.026 0.067 -0.483 1.064 -0.657
```
Forces are in eV/Å.

HOMO: -0.3079 hartree
SMILES string: S=c1cc[nH]o1
F_max: 7.2 eV/A



[2]
Formula: C4H10N2O2
Source: the OMol25 dataset
Level of theory: ωB97M-V/def2-TZVPD

XYZ file:
```
18
Properties=species:S:1:pos:R:3:forces:R:3
O -1.002 0.897 -0.739 -0.343 -0.619 -0.255
C -1.198 -0.226 -1.280 0.849 -0.971 -0.082
O -0.561 -1.297 -0.956 -0.811 0.853 -0.049
C -2.184 -0.334 -2.475 -0.605 0.112 1.779
H -1.779 -0.888 -3.279 0.685 -0.711 -0.686
H -3.148 -0.841 -2.196 0.911 0.556 -0.002
H -2.370 0.667 -2.806 -0.403 0.541 -0.217
C 1.470 2.007 1.611 -0.938 0.089 0.079
N 0.933 0.745 1.079 0.942 -0.099 0.701
C 1.439 -0.380 1.542 -1.335 0.729 -0.967
N 1.057 -1.567 1.143 -0.771 0.296 -0.619
H 2.198 1.787 2.408 -0.097 0.236 -0.483
H 0.651 2.601 2.062 0.334 -0.362 -0.174
H 1.881 2.625 0.809 0.241 -0.227 0.165
H 0.154 0.763 0.352 -0.131 0.070 -0.181
H 2.167 -0.227 2.293 0.839 -0.424 0.813
H 0.304 -1.559 0.323 0.592 -0.116 0.378
H 1.362 -2.380 1.650 0.040 0.047 -0.200
```
Forces are in eV/Å.

HOMO: -0.3342 hartree
F_max: 1.9 eV/A



[3]
Formula: C5H8O2
Source: the OMol25 dataset
Level of theory: ωB97M-V/def2-TZVPD

XYZ file:
```
15
Properties=species:S:1:pos:R:3:forces:R:3
O 2.448 0.357 0.393 0.347 0.006 -0.088
C 1.425 -0.463 -0.133 -0.353 -0.187 -0.134
C 0.139 -0.091 0.568 0.026 -0.109 0.042
C -0.499 1.298 0.229 0.116 0.335 0.107
C -1.710 0.538 -0.256 -0.153 0.110 -0.031
C -1.123 -0.635 -0.028 -0.258 0.187 -0.095
O -1.495 -1.902 -0.292 0.178 -0.101 0.162
H 3.264 0.152 -0.075 -0.024 0.078 0.109
H 1.635 -1.533 0.033 0.003 0.202 -0.017
H 1.298 -0.314 -1.218 0.061 0.035 0.155
H 0.232 -0.254 1.648 0.010 -0.004 -0.150
H -0.678 1.947 1.087 0.198 0.043 0.006
H 0.056 1.837 -0.546 -0.062 -0.022 0.174
H -2.292 -1.773 -0.811 -0.346 -0.549 -0.170
H -2.699 0.835 -0.598 0.256 -0.025 -0.068
```
Forces are in eV/Å.

HOMO: -0.3173 hartree
F_max: 0.7 eV/A



Energy relative to the best compared isomer or geometry (same formula, charge and spin) for every record listed, in sequence, given in kJ/mol: 238.2 104.1 187.8.